Formula: C6H36N2O10
Source: OMol25
Level of theory: ωB97M-V/def2-TZVPD

Calculated values
Total charge = 0
Electronic energy = -1111.9222 a.u.
Kohn-Sham gap = 8.937 eV
Energy above the lowest of the compared OMol25 structures with the same formula, charge and spin = 640.28 kJ/mol
SMILES = CCNCCCCN.O.O.O.O.O.O.O.O.O.O

Last column: Löwdin charge in e.
Positions of all 54 atoms, in Å:
C (1.059, -1.316, -1.659)  -0.121
C (1.380, -2.029, -0.439)  -0.254
N (0.854, -1.417, 0.864)  -0.079
C (-0.376, -1.992, 1.336)  -0.267
C (-1.001, -1.098, 2.413)  -0.215
C (-1.848, 0.043, 1.843)  -0.230
C (-1.284, 1.439, 2.406)  -0.231
N (-1.649, 2.505, 1.425)  -0.022
H (2.010, -1.338, -2.283)  0.099
H (0.591, -0.350, -1.700)  0.064
H (0.484, -1.874, -2.407)  0.067
H (0.792, -3.089, -0.469)  0.142
H (2.471, -2.032, -0.256)  0.084
H (0.743, -0.438, 0.823)  0.067
H (-1.205, -2.458, 0.584)  0.129
H (-0.100, -2.803, 1.908)  0.078
H (-0.270, -0.759, 3.174)  0.115
H (-1.878, -1.628, 2.945)  0.131
H (-2.907, -0.159, 1.982)  0.085
H (-1.946, -0.109, 0.646)  0.124
H (-1.768, 1.597, 3.394)  0.112
H (-0.118, 1.307, 2.427)  0.124
H (-1.588, 3.375, 1.851)  0.029
H (-2.543, 2.241, 0.965)  0.077
O (2.103, 2.901, -2.168)  -0.072
H (2.261, 3.833, -2.088)  0.053
H (2.384, 2.617, -1.261)  0.003
O (-3.075, -0.516, -1.747)  -0.032
H (-3.150, -0.893, -2.529)  -0.051
H (-2.898, 0.487, -1.916)  0.061
O (4.772, -0.333, 0.965)  -0.022
H (4.194, -1.064, 0.905)  -0.040
H (4.476, -0.016, 0.086)  0.038
O (-2.689, 2.384, -1.987)  -0.039
H (-2.682, 3.048, -1.246)  0.073
H (-2.984, 2.881, -2.715)  0.025
O (0.383, 4.394, -0.012)  -0.101
H (0.349, 3.826, 0.853)  0.067
H (0.486, 3.712, -0.685)  -0.011
O (-3.214, -2.448, 0.514)  -0.076
H (-2.955, -1.479, 0.329)  0.028
H (-4.069, -2.360, 0.870)  0.019
O (1.104, 1.615, -4.027)  -0.045
H (1.879, 1.508, -3.602)  -0.064
H (0.678, 2.289, -3.475)  0.024
O (2.761, 2.058, 0.262)  0.009
H (1.793, 1.893, 0.282)  0.067
H (3.138, 1.253, 0.055)  -0.015
O (-0.819, -3.791, -1.335)  -0.041
H (-1.177, -4.600, -1.051)  0.030
H (-1.710, -3.509, -1.581)  0.056
O (3.323, -2.446, 2.158)  -0.061
H (2.660, -2.009, 1.575)  -0.005
H (2.771, -2.855, 2.796)  0.018